1.
12
Properties=species:S:1:pos:R:3 method="wB97M-V/def2-TZVPD" energy_ev=-8234.090 e_lumo_ha=0.0358 total_charge=0 homo_lumo_gap_ev=9.506 e_above_lowest_kcal_mol=60.1
C 1.71 0.48 1.09
C -0.10 -0.08 -0.04
N 0.60 1.00 0.23
N -1.19 -0.06 -0.82
C -1.75 -1.33 -0.98
O -2.76 -1.55 -1.59
H 2.57 1.13 1.11
H 2.00 -0.51 0.71
H 1.30 0.30 2.09
H 0.40 1.96 -0.10
H -1.66 0.74 -1.25
H -1.12 -2.07 -0.46

---

2.
12
Properties=species:S:1:pos:R:3 method="wB97M-V/def2-TZVPD" smiles="[H]/N=C/CNC=O" energy_ev=-8235.576 e_lumo_ha=0.0289 total_charge=0 homo_lumo_gap_ev=10.574 e_above_lowest_kcal_mol=25.9
H -0.46 1.94 -2.13
N -0.12 1.22 -1.49
C -1.04 0.78 -0.75
C -0.74 -0.29 0.27
N 0.60 -0.79 0.12
C 1.53 -0.78 1.11
O 2.72 -0.95 0.93
H -2.09 1.11 -0.80
H -0.87 0.13 1.28
H -1.49 -1.09 0.18
H 0.98 -0.69 -0.81
H 1.09 -0.64 2.11

---

3.
12
Properties=species:S:1:pos:R:3 method="wB97M-V/def2-TZVPD" smiles="CN1C=CON1" energy_ev=-8230.739 e_lumo_ha=0.0366 total_charge=0 homo_lumo_gap_ev=8.419 e_above_lowest_kcal_mol=137.4
C 1.21 -0.22 -0.26
N 0.10 0.59 -0.50
C -1.16 -0.05 -0.66
C -2.14 0.47 0.10
O -1.68 1.54 0.94
N -0.40 1.73 0.63
H 1.61 -0.41 -1.29
H 2.10 0.25 0.17
H 1.01 -1.26 0.27
H -1.36 -0.92 -1.25
H -3.17 0.15 0.21
H 0.32 1.67 1.42

---

4.
12
Properties=species:S:1:pos:R:3 method="wB97M-V/def2-TZVPD" energy_ev=-8230.865 e_lumo_ha=0.0272 total_charge=0 homo_lumo_gap_ev=9.558 e_above_lowest_kcal_mol=134.5
C 1.06 1.05 0.22
C -0.18 1.32 -0.22
C 0.70 -0.44 0.26
N -0.48 -0.08 -0.53
N -2.04 -0.69 0.31
O 1.55 -1.39 -0.19
H 1.98 1.33 0.61
H -0.59 2.30 -0.31
H 0.63 -0.59 1.31
H -2.24 -1.57 -0.13
H -2.40 0.00 -0.34
H 2.01 -1.24 -0.99

---

5.
12
Properties=species:S:1:pos:R:3 method="wB97M-V/def2-TZVPD" energy_ev=-8232.217 e_lumo_ha=0.0364 total_charge=0 homo_lumo_gap_ev=9.197 e_above_lowest_kcal_mol=103.4
C -0.63 0.05 -2.29
C 0.14 -0.51 -1.14
N -0.14 -0.22 0.14
C 0.89 0.11 1.01
N 0.80 0.47 2.22
O -0.60 0.31 2.49
H -1.63 0.65 -2.20
H -0.29 -0.30 -3.31
H 1.21 -1.11 -1.27
H -1.04 0.08 0.38
H 1.95 0.32 0.55
H -0.66 0.17 3.44

---

6.
12
Properties=species:S:1:pos:R:3 method="wB97M-V/def2-TZVPD" energy_ev=-8232.998 e_lumo_ha=-0.0054 total_charge=0 homo_lumo_gap_ev=8.900 e_above_lowest_kcal_mol=85.3
N 1.30 0.28 -0.74
C 1.18 -1.01 -0.04
C -1.38 0.65 0.80
O -1.18 1.12 -0.38
C -2.82 0.62 1.09
N -3.89 0.40 1.48
H 2.05 0.83 -0.33
H 1.55 0.13 -1.72
H 0.51 -1.66 -0.61
H 2.14 -1.52 0.10
H 0.71 -0.83 0.93
H -0.17 0.99 -0.57